1.
This record from OMol25 describes a molecular structure, C34H45AsN3O2SSiTl. The level of theory is the ωB97M-V functional and the def2-TZVPD basis.

Structure (XYZ):
```
88
Properties=species:S:1:pos:R:3:lowdin_charge:R:1
Tl -0.54 1.30 0.09 0.916
C -2.55 4.87 -1.94 -0.025
C -1.99 4.08 -0.77 -0.487
O -2.01 2.81 -0.90 -0.178
C -1.52 4.79 0.31 -0.043
C -0.80 4.30 1.43 -0.317
C -0.50 5.24 2.57 -0.034
N -0.35 3.08 1.52 -0.064
N 0.34 2.72 2.64 0.047
C 1.16 1.71 2.53 -0.502
O 1.45 1.06 1.46 -0.194
C 1.81 1.27 3.81 -0.139
C 2.71 0.21 3.79 -0.032
C 3.28 -0.25 4.96 -0.089
C 2.95 0.34 6.17 -0.102
C 2.05 1.40 6.20 -0.088
C 1.49 1.87 5.03 -0.030
H -3.24 4.25 -2.51 0.076
H -1.73 5.16 -2.59 0.083
H -3.06 5.77 -1.60 0.075
H -1.71 5.86 0.31 0.095
H -0.98 6.21 2.41 0.070
H 0.58 5.38 2.68 0.083
H -0.86 4.80 3.49 0.079
H 2.94 -0.25 2.83 0.094
H 4.00 -1.06 4.94 0.097
H 3.38 -0.04 7.09 0.097
H 1.80 1.86 7.15 0.098
H 0.80 2.70 5.02 0.102
C -1.45 -0.28 1.46 -0.237
Si -1.51 -1.88 0.53 0.622
C -2.17 -1.45 -1.22 -0.234
N -1.38 -0.46 -1.97 -0.228
C -2.21 0.32 -2.91 -0.207
C -2.68 -0.54 -4.09 -0.160
C -1.46 -1.12 -4.85 -0.176
C -0.15 -0.78 -4.14 -0.196
C -0.23 -1.11 -2.65 -0.199
C 0.16 -2.73 0.38 -0.246
C 0.27 -4.01 -0.16 -0.110
C 1.51 -4.64 -0.26 -0.087
C 2.65 -4.00 0.19 -0.089
C 2.56 -2.72 0.73 -0.093
C 1.32 -2.09 0.82 -0.083
C -2.75 -3.04 1.37 -0.238
C -2.32 -4.12 2.14 -0.094
C -3.22 -4.90 2.85 -0.086
C -4.58 -4.61 2.80 -0.092
C -5.03 -3.54 2.03 -0.090
C -4.12 -2.77 1.33 -0.098
H -0.76 -0.22 2.30 0.010
H -2.42 0.14 1.72 0.019
H -3.18 -1.06 -1.08 0.088
H -2.27 -2.37 -1.81 0.091
H -1.64 1.18 -3.26 0.105
H -3.06 0.72 -2.36 0.117
H -3.31 0.05 -4.75 0.109
H -3.30 -1.35 -3.71 0.101
H -1.43 -0.73 -5.87 0.104
H -1.56 -2.20 -4.92 0.108
H 0.09 0.28 -4.27 0.085
H 0.67 -1.35 -4.58 0.111
H 0.70 -0.82 -2.14 0.067
H -0.33 -2.20 -2.55 0.116
H -0.61 -4.53 -0.52 0.109
H 1.57 -5.64 -0.68 0.101
H 3.61 -4.50 0.14 0.100
H 3.45 -2.22 1.09 0.101
H 1.27 -1.09 1.23 0.065
H -1.26 -4.35 2.18 0.096
H -2.86 -5.73 3.44 0.102
H -5.29 -5.22 3.35 0.100
H -6.08 -3.30 2.00 0.101
H -4.48 -1.93 0.74 0.097
C 4.54 2.26 -1.66 -0.244
As 3.01 1.44 -2.52 0.708
C 3.38 -0.45 -2.23 -0.222
C 3.31 1.72 -4.41 -0.253
S 1.17 2.31 -2.01 0.224
H 5.45 1.98 -2.20 0.037
H 4.60 1.93 -0.63 0.042
H 4.43 3.35 -1.67 0.039
H 4.38 -0.64 -2.63 0.044
H 2.66 -1.08 -2.74 0.022
H 3.37 -0.66 -1.16 0.030
H 4.31 1.41 -4.70 0.038
H 3.17 2.78 -4.63 0.037
H 2.57 1.15 -4.98 0.027
```

The calculation puts the LUMO energy at -0.1 eV. For the gap between HOMO and LUMO, the calculation gives 6.45 eV. The value obtained for the electronic energy is -128798.1678 eV.

***

2.
This record from OMol25 describes a molecular structure, C34H45Br12FO18. The level of theory is the ωB97M-V functional and the def2-TZVPD basis.

Structure (XYZ):
```
110
Properties=species:S:1:pos:R:3:lowdin_charge:R:1
C 18.24 13.21 -36.79 -0.013
C 19.15 12.29 -35.93 -0.299
C 19.33 10.89 -36.49 -0.110
O 20.70 10.71 -36.57 0.109
C 21.32 11.80 -36.20 -0.601
O 22.53 11.96 -36.06 0.124
O 20.46 12.76 -35.99 0.116
H 17.91 14.12 -36.29 0.081
H 17.42 12.58 -37.13 0.079
H 18.67 13.48 -37.75 0.089
H 18.67 12.19 -34.96 0.152
H 18.86 10.66 -37.45 0.136
H 18.95 10.11 -35.84 0.136
C 7.89 18.60 -25.96 -0.020
C 8.84 19.54 -26.66 -0.320
C 10.27 19.40 -26.23 -0.088
O 10.88 18.76 -27.37 0.055
C 10.02 18.79 -28.45 -0.519
O 10.33 18.46 -29.61 0.097
O 8.85 19.28 -28.08 0.095
H 8.08 18.65 -24.89 0.090
H 8.00 17.61 -26.39 0.103
H 6.90 19.05 -26.05 0.087
H 8.42 20.54 -26.56 0.153
H 10.42 18.86 -25.29 0.135
H 10.72 20.38 -26.10 0.132
C 9.78 19.06 -37.00 -0.006
C 10.97 18.03 -37.15 -0.288
C 10.38 16.63 -37.27 -0.123
O 11.33 16.10 -38.14 0.064
C 11.89 17.08 -38.87 -0.549
O 12.66 16.84 -39.80 0.120
O 11.59 18.29 -38.40 0.095
H 9.13 18.99 -37.88 0.088
H 10.14 20.09 -36.95 0.077
H 9.28 18.85 -36.06 0.083
H 11.82 18.05 -36.48 0.161
H 9.35 16.58 -37.61 0.135
H 10.45 15.94 -36.43 0.141
C 24.29 20.11 -33.26 -0.032
C 23.49 19.20 -32.41 -0.302
C 23.73 17.69 -32.51 -0.129
O 23.75 17.24 -31.17 0.044
C 23.87 18.36 -30.31 -0.478
O 23.78 18.23 -29.09 0.119
O 23.87 19.48 -31.02 0.088
H 24.15 20.05 -34.34 0.092
H 25.35 19.96 -33.07 0.096
H 24.03 21.13 -32.99 0.091
H 22.42 19.32 -32.61 0.152
H 24.48 17.29 -33.19 0.135
H 22.82 17.36 -33.00 0.124
C 16.67 18.83 -31.27 -0.008
C 16.21 20.14 -31.98 -0.253
C 15.86 21.39 -31.11 -0.117
O 16.71 22.38 -31.54 0.076
C 17.64 21.91 -32.38 -0.530
O 18.47 22.64 -32.94 0.108
O 17.45 20.61 -32.50 0.056
H 16.91 18.03 -31.97 0.083
H 15.90 18.55 -30.55 0.081
H 17.55 19.08 -30.70 0.088
H 15.48 19.98 -32.77 0.149
H 16.06 21.25 -30.05 0.134
H 14.80 21.61 -31.21 0.134
C 12.60 11.26 -30.83 -0.012
C 12.26 12.54 -30.08 -0.352
C 11.14 12.58 -29.07 -0.095
O 11.76 12.94 -27.85 0.088
C 13.09 12.97 -27.99 -0.561
O 13.85 13.05 -27.09 0.174
O 13.38 12.84 -29.31 0.076
H 13.51 11.39 -31.43 0.089
H 11.84 10.90 -31.52 0.082
H 12.66 10.48 -30.06 0.092
H 12.16 13.36 -30.79 0.150
H 10.67 11.60 -29.07 0.132
H 10.35 13.30 -29.28 0.136
F 18.83 8.98 -30.14 0.030
C 19.71 9.43 -29.18 -0.257
C 19.89 10.78 -29.12 -0.038
C 20.72 11.27 -28.15 -0.090
C 21.39 10.45 -27.25 -0.085
C 21.30 9.06 -27.39 -0.080
C 20.45 8.57 -28.36 -0.022
H 19.33 11.45 -29.75 0.121
H 20.79 12.34 -28.04 0.107
H 21.93 10.84 -26.40 0.100
H 21.87 8.43 -26.72 0.104
H 20.36 7.51 -28.51 0.111
C 20.99 28.41 -30.37 -1.584
Br 21.75 26.71 -29.80 0.549
Br 22.14 29.94 -29.93 0.533
Br 19.20 28.66 -29.61 0.528
H 20.96 28.29 -31.45 -0.027
C 19.97 21.10 -39.35 -1.558
Br 18.37 20.20 -38.73 0.549
Br 19.49 22.78 -40.33 0.504
Br 21.25 19.95 -40.30 0.542
H 20.51 21.43 -38.46 -0.037
C 18.15 21.43 -25.16 -1.483
Br 19.39 21.65 -23.58 0.494
Br 16.50 22.55 -24.90 0.491
Br 17.80 19.52 -25.48 0.526
H 18.72 21.80 -26.01 -0.031
C 10.36 26.83 -28.92 -1.455
Br 9.29 25.75 -30.25 0.483
Br 9.11 27.45 -27.45 0.473
Br 11.12 28.44 -29.75 0.522
H 11.19 26.22 -28.57 -0.023
```

The calculation puts the LUMO energy at -0.7 eV. For the gap between HOMO and LUMO, the calculation gives 8.50 eV. The value obtained for the electronic energy is -916066.1284 eV.

***

3.
This record from OMol25 describes 6 unconnected molecules or ions with the total composition C34H45ClF9N5O6S. The level of theory is the ωB97M-V functional and the def2-TZVPD basis.

Structure (XYZ):
```
101
Properties=species:S:1:pos:R:3:lowdin_charge:R:1
C 3.30 -2.39 2.47 -0.122
C 2.78 -2.51 1.05 -0.676
Cl 0.99 -2.59 1.11 0.723
C 3.30 -1.49 0.04 -0.099
C 2.90 -0.01 0.19 -0.329
C 2.29 0.50 -1.15 -0.095
C 0.78 0.33 -1.30 -0.144
C 0.31 -1.07 -1.73 -0.182
C -1.03 -1.45 -1.10 -0.135
C -2.20 -1.13 -1.99 -0.460
F -2.03 -0.02 -2.73 0.117
F -2.36 -2.16 -2.89 0.109
C -3.56 -1.07 -1.24 -0.430
F -3.55 -2.01 -0.29 0.135
F -4.57 -1.35 -2.07 0.128
S -3.96 0.61 -0.44 0.768
F -2.44 1.00 -0.33 -0.114
F -4.07 1.28 -1.86 -0.116
F -5.52 0.29 -0.49 -0.147
F -3.91 0.00 1.02 -0.143
F -4.31 2.01 0.21 -0.118
O 2.00 0.31 1.24 0.073
C 2.05 1.67 1.28 -0.572
O 1.15 2.38 1.57 0.201
O 3.29 2.10 0.98 0.086
C 4.08 0.97 0.52 -0.274
C 5.01 0.63 1.72 0.012
C 4.61 1.17 3.07 -0.495
O 5.26 2.02 3.58 0.149
O 3.52 0.65 3.69 0.104
C 4.99 1.27 -0.67 -0.047
C 5.19 2.76 -0.97 -0.340
C 5.76 3.55 0.19 -0.024
O 3.94 3.20 -1.48 -0.122
C 3.56 4.54 -1.27 -0.163
C 2.33 4.78 -2.10 -0.192
C 2.34 4.54 -3.48 -0.030
C 1.18 4.74 -4.23 -0.084
C -0.01 5.18 -3.62 -0.085
C -0.02 5.42 -2.24 -0.076
C 1.15 5.22 -1.50 -0.035
H 2.85 -1.55 2.98 0.060
H 3.00 -3.28 3.01 0.076
H 4.38 -2.36 2.49 0.080
H 3.08 -3.49 0.69 0.093
H 3.06 -1.86 -0.95 0.108
H 4.39 -1.54 0.12 0.124
H 2.50 1.56 -1.26 0.109
H 2.77 0.03 -2.01 0.130
H 0.48 1.03 -2.08 0.121
H 0.27 0.68 -0.40 0.101
H 1.03 -1.84 -1.52 0.037
H 0.18 -1.05 -2.81 0.120
H -1.04 -2.52 -0.90 0.095
H -1.15 -0.98 -0.13 0.103
H 5.99 1.05 1.57 0.113
H 5.15 -0.45 1.74 0.113
H 2.91 1.36 3.93 0.136
H 4.60 0.85 -1.59 0.119
H 5.97 0.82 -0.53 0.132
H 5.93 2.81 -1.77 0.147
H 6.58 3.01 0.65 0.087
H 5.03 3.75 0.97 0.082
H 6.15 4.51 -0.15 0.084
H 3.29 4.71 -0.23 0.121
H 4.34 5.24 -1.58 0.134
H 3.23 4.18 -3.96 0.111
H 1.18 4.54 -5.29 0.097
H -0.89 5.33 -4.22 0.095
H -0.91 5.74 -1.73 0.098
H 1.14 5.38 -0.43 0.110
C -3.94 1.17 4.24 -0.067
C -3.88 0.89 5.67 -0.266
N -3.83 0.67 6.79 0.139
H -4.73 0.57 3.78 0.079
H -4.15 2.22 4.08 0.086
H -2.99 0.92 3.77 0.083
C 0.25 -6.65 -0.96 -0.061
C 0.67 -5.32 -1.39 -0.256
N 1.00 -4.27 -1.73 0.158
H -0.12 -7.21 -1.81 0.044
H 1.09 -7.18 -0.51 0.086
H -0.55 -6.56 -0.23 0.088
C -6.23 0.06 9.25 -0.085
C -6.16 -0.22 10.68 -0.292
N -6.10 -0.44 11.80 0.118
H -7.02 -0.54 8.80 0.079
H -6.44 1.11 9.09 0.080
H -5.28 -0.18 8.77 0.045
C -2.00 -8.14 -5.05 -0.065
C -2.15 -8.29 -3.61 -0.275
N -2.28 -8.40 -2.48 0.136
H -2.73 -8.76 -5.57 0.084
H -2.15 -7.10 -5.33 0.085
H -1.00 -8.45 -5.35 0.083
C -8.00 -0.12 -2.96 -0.071
C -8.66 0.51 -4.09 -0.287
N -9.18 1.00 -4.98 0.124
H -7.08 0.42 -2.72 0.065
H -8.65 -0.10 -2.09 0.085
H -7.75 -1.15 -3.20 0.084
```

As for the SMILES: C[C@@H](Cl)C[C@@]1(CCCCC(F)(F)C(F)(F)S(F)(F)(F)(F)F)OC(=O)O[C@]1(CC(=O)O)C[C@H](C)OCc1ccccc1.CC#N.CC#N.CC#N.CC#N.CC#N. The calculation puts the LUMO energy at 0.2 eV. For the gap between HOMO and LUMO, the calculation gives 9.39 eV. The value obtained for the electronic energy is -103536.0372 eV.

***

In the order shown, the computed highest occupied orbital energy values come out to -6.516, -9.209, -9.240 eV.